Entry 1:
This record from the Open Molecules 2025 dataset describes a cluster of 12 separate species, C64H152BF4N9O8 in total at a distorted geometry. The level of theory is ωB97M-V/def2-TZVPD.

- largest force on an atom (eV Å⁻¹) = 4.52
- E (eV) = -110109.861
- net charge = +6
- frontier orbital gap (eV) = 2.85

CARTESIAN COORDINATES (ANGSTROEM)
C  4.77  0.37  -0.07
C  3.92  -0.81  -0.62
C  2.41  -0.53  -0.44
N  1.33  -1.37  -1.07
C  1.56  -2.79  -0.60
C  -0.15  -1.03  -0.65
C  -0.97  -1.15  -1.96
C  -0.01  -0.88  -3.06
C  1.37  -1.27  -2.60
H  4.33  1.30  -0.43
H  5.81  0.43  -0.40
H  4.99  0.39  1.00
H  4.15  -1.75  -0.12
H  4.13  -0.96  -1.68
H  2.18  0.50  -0.73
H  2.12  -0.56  0.61
H  1.54  -2.75  0.49
H  2.50  -3.11  -1.05
H  0.89  -3.47  -1.12
H  -0.59  -1.69  0.10
H  -0.15  -0.04  -0.21
H  -1.29  -2.18  -2.06
H  -1.89  -0.56  -2.02
H  -0.27  -1.51  -3.91
H  0.04  0.17  -3.36
H  1.51  -2.28  -2.98
H  2.09  -0.56  -3.02
C  -11.93  -5.40  -12.65
C  -10.65  -4.53  -12.48
C  -10.58  -3.66  -11.15
N  -9.67  -2.44  -11.25
C  -10.20  -1.46  -12.37
C  -8.15  -2.87  -11.42
C  -7.36  -1.86  -10.55
C  -8.26  -1.63  -9.35
C  -9.67  -1.69  -9.90
H  -12.88  -4.99  -12.33
H  -11.74  -6.30  -12.06
H  -11.90  -5.70  -13.70
H  -10.59  -3.91  -13.38
H  -9.73  -5.11  -12.54
H  -10.08  -4.23  -10.37
H  -11.54  -3.30  -10.80
H  -10.10  -1.86  -13.37
H  -9.72  -0.48  -12.30
H  -11.27  -1.30  -12.24
H  -7.96  -2.65  -12.47
H  -7.91  -3.89  -11.13
H  -7.22  -0.92  -11.08
H  -6.38  -2.28  -10.34
H  -8.20  -0.66  -8.87
H  -8.28  -2.42  -8.59
H  -10.12  -0.72  -10.08
H  -10.29  -2.30  -9.25
C  -1.02  7.55  -5.14
C  -2.36  7.80  -4.39
C  -3.39  8.61  -5.26
N  -4.59  9.18  -4.44
C  -5.18  8.04  -3.62
C  -5.62  9.97  -5.30
C  -6.23  10.98  -4.37
C  -5.30  11.29  -3.16
C  -4.08  10.37  -3.59
H  -0.33  8.39  -5.09
H  -1.14  7.32  -6.20
H  -0.42  6.77  -4.67
H  -2.11  8.22  -3.41
H  -2.81  6.88  -4.03
H  -3.75  8.02  -6.10
H  -2.91  9.46  -5.75
H  -4.52  7.71  -2.82
H  -5.56  7.29  -4.30
H  -5.96  8.35  -2.92
H  -6.39  9.30  -5.70
H  -5.08  10.41  -6.14
H  -7.21  10.84  -3.92
H  -6.35  11.93  -4.88
H  -5.66  11.06  -2.16
H  -4.90  12.30  -3.25
H  -3.55  9.94  -2.74
H  -3.45  11.05  -4.17
C  9.29  5.81  9.35
C  7.88  5.38  8.81
C  6.90  6.59  8.92
N  5.40  6.28  8.78
C  4.72  7.70  8.93
C  4.96  5.69  7.38
C  4.17  4.47  7.69
C  4.54  4.06  9.06
C  4.82  5.31  9.88
H  10.00  4.99  9.44
H  9.21  6.18  10.38
H  9.81  6.53  8.72
H  7.48  4.50  9.31
H  8.11  5.21  7.76
H  7.19  7.33  8.18
H  6.94  6.93  9.95
H  3.64  7.57  8.86
H  4.97  8.36  8.10
H  4.81  8.20  9.90
H  4.41  6.40  6.77
H  5.94  5.41  6.99
H  3.09  4.63  7.75
H  4.24  3.74  6.89
H  3.73  3.46  9.48
H  5.40  3.39  8.99
H  3.90  5.72  10.28
H  5.51  5.26  10.72
C  -7.68  0.11  10.19
C  -7.01  0.98  9.08
C  -7.91  1.89  8.26
N  -7.02  2.72  7.24
C  -5.96  3.65  7.88
C  -7.91  3.67  6.41
C  -8.29  3.02  5.08
C  -6.93  2.39  4.77
C  -6.47  1.81  6.10
H  -8.13  0.81  10.91
H  -6.86  -0.37  10.72
H  -8.44  -0.55  9.79
H  -6.42  0.26  8.51
H  -6.21  1.55  9.56
H  -8.45  2.57  8.92
H  -8.64  1.34  7.67
H  -6.29  4.25  8.73
H  -5.44  4.26  7.14
H  -5.20  2.96  8.24
H  -7.22  4.49  6.22
H  -8.68  4.11  7.05
H  -8.73  3.74  4.39
H  -9.02  2.25  5.32
H  -6.26  3.14  4.36
H  -7.04  1.58  4.05
H  -5.39  1.89  6.19
H  -6.88  0.81  6.25
C  12.58  7.12  -1.54
N  14.10  7.26  -1.74
C  14.47  7.12  -3.16
C  14.59  8.65  -1.24
C  14.90  6.20  -0.98
C  14.25  4.83  -0.72
O  13.90  4.12  -1.78
H  12.20  6.18  -1.94
H  12.18  8.04  -1.97
H  12.33  7.15  -0.47
H  13.95  7.81  -3.82
H  14.25  6.09  -3.45
H  15.54  7.31  -3.11
H  14.00  9.46  -1.64
H  15.67  8.73  -1.40
H  14.54  8.74  -0.15
H  15.27  6.76  -0.12
H  15.80  6.02  -1.57
H  13.58  4.88  0.14
H  15.00  4.22  -0.22
H  13.68  3.20  -1.59
C  -11.64  -6.34  0.34
N  -10.81  -6.65  -0.90
C  -10.55  -8.17  -1.03
C  -11.56  -6.19  -2.16
C  -9.44  -5.98  -0.81
C  -8.52  -6.24  0.45
O  -8.94  -5.55  1.61
H  -11.63  -5.29  0.65
H  -11.17  -6.99  1.08
H  -12.65  -6.74  0.31
H  -9.87  -8.41  -1.85
H  -11.47  -8.76  -0.99
H  -9.98  -8.55  -0.18
H  -11.59  -5.10  -2.16
H  -12.56  -6.64  -2.17
H  -10.98  -6.31  -3.07
H  -9.56  -4.90  -0.77
H  -9.03  -6.20  -1.79
H  -7.45  -6.05  0.39
H  -8.51  -7.33  0.50
H  -8.13  -5.39  2.11
C  8.86  -4.95  8.48
N  9.17  -4.03  7.31
C  9.02  -2.55  7.74
C  10.61  -4.23  6.85
C  8.29  -4.37  6.05
C  6.76  -4.29  6.28
O  6.30  -2.98  6.34
H  9.66  -4.83  9.21
H  8.84  -6.03  8.29
H  7.85  -4.80  8.87
H  8.02  -2.56  8.17
H  9.07  -1.76  6.98
H  9.75  -2.34  8.52
H  10.64  -5.30  6.65
H  11.26  -4.17  7.72
H  10.95  -3.61  6.02
H  8.43  -5.43  5.89
H  8.62  -3.83  5.16
H  6.39  -4.83  7.14
H  6.32  -4.85  5.46
H  5.34  -2.86  6.38
C  4.81  -11.90  -5.31
N  3.77  -10.95  -5.89
C  3.55  -11.25  -7.37
C  2.39  -11.23  -5.14
C  4.32  -9.56  -5.63
C  4.24  -8.55  -6.78
O  2.95  -8.19  -7.02
H  4.42  -12.92  -5.28
H  5.08  -11.65  -4.29
H  5.65  -11.87  -6.01
H  4.49  -11.28  -7.92
H  2.81  -10.58  -7.82
H  3.06  -12.21  -7.50
H  2.50  -11.17  -4.06
H  2.05  -12.26  -5.24
H  1.67  -10.58  -5.63
H  5.30  -9.61  -5.14
H  3.72  -9.24  -4.78
H  4.60  -8.97  -7.71
H  4.84  -7.67  -6.55
H  3.07  -7.39  -7.54
B  -11.54  1.47  -2.10
F  -12.04  2.76  -1.85
F  -12.27  0.88  -3.13
F  -10.19  1.66  -2.47
F  -11.45  0.71  -0.97
C  12.22  -5.90  -0.97
C  12.62  -4.42  -0.85
O  12.15  -3.64  -0.03
O  13.58  -4.07  -1.55
H  11.52  -6.27  -0.22
H  13.03  -6.60  -0.79
H  11.90  -6.27  -1.94
C  -1.31  -3.76  8.91
C  -1.62  -3.51  7.49
O  -2.66  -3.98  6.97
O  -0.96  -2.69  6.86
H  -0.26  -4.04  9.00
H  -1.89  -4.64  9.19
H  -1.64  -3.03  9.64

---

Entry 2:
This record from the Open Molecules 2025 dataset describes a cluster of 11 separate species, C64H155N9O18 in total at a distorted geometry. The level of theory is ωB97M-V/def2-TZVPD.

- largest force on an atom (eV Å⁻¹) = 3.02
- E (eV) = -119133.380
- SMILES = CC1(C)CCCC(C)(C)N1O.CC1(C)CCCC(C)(C)N1O.COCCNCCOC.COCCNCCOC.COCCNCCOC.COCCNCCOC.COCCNCCOC.COCCNCCOC.COCCNCCOC.CCO.CCO
- net charge = 0
- frontier orbital gap (eV) = 8.69

CARTESIAN COORDINATES (ANGSTROEM)
C  -3.10  1.33  4.34
C  -3.65  0.73  3.03
C  -2.55  0.22  2.16
C  -4.55  -0.50  3.33
C  -5.24  -1.03  2.09
C  -6.05  0.11  1.45
C  -5.22  1.36  1.07
C  -4.32  1.03  -0.11
C  -6.15  2.47  0.66
N  -4.48  1.80  2.28
O  -3.56  2.81  1.90
H  -2.58  0.65  4.94
H  -2.42  2.18  4.06
H  -3.92  1.69  4.94
H  -1.86  -0.50  2.61
H  -2.86  -0.27  1.27
H  -1.94  1.04  1.83
H  -3.88  -1.29  3.70
H  -5.27  -0.27  4.12
H  -4.50  -1.59  1.42
H  -6.01  -1.76  2.43
H  -6.86  0.37  2.18
H  -6.61  -0.18  0.52
H  -3.32  1.43  -0.08
H  -4.73  1.31  -1.07
H  -4.12  -0.03  -0.24
H  -6.67  2.94  1.51
H  -6.91  2.29  -0.11
H  -5.54  3.25  0.14
H  -3.59  3.40  2.70
C  -4.01  -3.28  -0.86
C  -3.79  -3.03  -2.31
C  -4.74  -1.92  -2.91
C  -2.40  -2.61  -2.49
C  -1.44  -3.81  -2.33
C  -1.73  -4.99  -3.24
C  -3.22  -5.44  -3.03
C  -3.70  -6.43  -4.13
C  -3.31  -6.22  -1.70
N  -4.03  -4.19  -3.25
O  -5.43  -4.53  -3.17
H  -4.06  -2.33  -0.32
H  -4.97  -3.84  -0.65
H  -3.23  -3.81  -0.40
H  -4.49  -0.93  -2.43
H  -4.61  -1.85  -4.01
H  -5.79  -2.28  -2.62
H  -2.30  -2.18  -3.51
H  -2.25  -1.82  -1.77
H  -0.39  -3.55  -2.41
H  -1.63  -4.10  -1.30
H  -1.10  -5.81  -2.99
H  -1.54  -4.73  -4.31
H  -4.66  -6.86  -3.90
H  -2.95  -7.22  -4.27
H  -3.74  -5.91  -5.09
H  -2.86  -5.66  -0.93
H  -2.76  -7.21  -1.81
H  -4.29  -6.48  -1.39
H  -5.62  -4.83  -4.06
C  -2.50  2.70  -8.64
O  -2.08  2.34  -7.34
C  -2.70  1.24  -6.69
C  -2.14  1.03  -5.33
N  -2.60  2.10  -4.52
C  -2.00  2.21  -3.22
C  -2.62  3.38  -2.47
O  -2.38  4.58  -3.19
C  -3.02  5.68  -2.53
H  -2.36  1.77  -9.18
H  -1.81  3.47  -9.03
H  -3.51  3.00  -8.70
H  -2.41  0.31  -7.17
H  -3.79  1.40  -6.74
H  -1.04  0.90  -5.33
H  -2.50  0.08  -4.94
H  -2.54  2.96  -5.00
H  -0.89  2.33  -3.25
H  -2.23  1.26  -2.69
H  -2.25  3.47  -1.43
H  -3.69  3.30  -2.32
H  -2.45  5.86  -1.61
H  -4.06  5.45  -2.24
H  -3.12  6.52  -3.20
C  -2.89  -0.41  7.59
O  -2.36  -1.34  6.66
C  -3.41  -2.18  6.19
C  -2.90  -3.05  5.13
N  -4.01  -3.68  4.44
C  -3.61  -4.75  3.48
C  -2.57  -4.23  2.53
O  -1.22  -4.57  2.93
C  -0.32  -4.27  1.90
H  -3.57  -0.91  8.33
H  -3.47  0.36  7.12
H  -2.04  0.17  7.98
H  -4.31  -1.64  5.89
H  -3.76  -2.74  7.06
H  -2.22  -3.74  5.52
H  -2.40  -2.32  4.45
H  -4.82  -3.91  4.95
H  -4.46  -4.99  2.82
H  -3.33  -5.73  3.92
H  -2.56  -3.16  2.38
H  -2.85  -4.68  1.53
H  0.63  -4.59  2.25
H  -0.26  -3.17  1.64
H  -0.40  -4.80  0.98
C  -3.17  5.17  5.30
O  -2.88  4.82  3.94
C  -1.78  5.63  3.48
C  -1.37  5.27  2.11
N  -0.61  4.02  2.04
C  -0.39  3.51  0.69
C  0.69  4.28  0.02
O  0.22  5.55  -0.50
C  1.08  6.01  -1.54
H  -3.80  4.41  5.77
H  -3.81  6.04  5.29
H  -2.29  5.29  5.96
H  -0.91  5.56  4.19
H  -2.07  6.70  3.41
H  -0.73  6.13  1.82
H  -2.26  5.19  1.43
H  -0.99  3.32  2.67
H  -1.34  3.50  0.11
H  -0.02  2.50  0.84
H  1.01  3.68  -0.78
H  1.57  4.57  0.67
H  1.24  5.25  -2.34
H  2.06  6.04  -1.08
H  0.67  6.90  -1.91
C  3.27  -3.21  -3.94
O  3.07  -4.11  -2.80
C  3.00  -5.46  -3.25
C  2.92  -6.28  -1.96
N  4.12  -6.15  -1.17
C  4.16  -7.11  -0.09
C  3.03  -7.10  0.94
O  3.11  -5.86  1.62
C  2.87  -5.80  3.02
H  2.57  -3.52  -4.78
H  4.35  -3.19  -4.36
H  2.96  -2.18  -3.78
H  3.97  -5.66  -3.80
H  2.11  -5.62  -3.89
H  2.82  -7.36  -2.11
H  2.00  -5.86  -1.53
H  4.29  -5.19  -0.91
H  5.14  -7.01  0.48
H  4.12  -8.09  -0.55
H  3.22  -7.89  1.67
H  1.99  -7.23  0.54
H  3.42  -4.91  3.39
H  3.36  -6.71  3.52
H  1.79  -5.74  3.32
C  2.75  3.11  2.79
O  3.54  2.19  3.55
C  4.37  2.88  4.46
C  5.19  1.89  5.25
N  6.45  1.60  4.58
C  7.20  0.51  5.27
C  8.44  0.04  4.55
O  7.94  -0.43  3.31
C  8.99  -0.45  2.33
H  3.44  3.76  2.21
H  2.14  3.68  3.47
H  2.15  2.52  2.13
H  3.73  3.33  5.22
H  5.03  3.61  3.95
H  4.55  0.97  5.45
H  5.41  2.27  6.25
H  6.14  1.19  3.72
H  6.52  -0.32  5.35
H  7.54  0.82  6.26
H  9.00  -0.72  5.03
H  9.12  0.90  4.37
H  9.80  -1.11  2.70
H  9.31  0.56  2.10
H  8.54  -0.79  1.39
C  2.38  0.94  -5.85
O  1.94  2.21  -5.43
C  1.13  2.99  -6.28
C  0.80  4.28  -5.63
N  1.93  5.10  -5.42
C  1.58  6.44  -5.18
C  2.68  7.30  -4.63
O  3.78  7.52  -5.47
C  4.76  8.37  -4.92
H  2.85  0.42  -5.01
H  3.04  0.99  -6.76
H  1.54  0.28  -6.13
H  0.25  2.45  -6.61
H  1.67  3.20  -7.25
H  0.17  4.12  -4.72
H  0.12  4.89  -6.30
H  2.55  4.74  -4.72
H  0.76  6.44  -4.43
H  1.16  6.80  -6.18
H  3.06  6.88  -3.68
H  2.16  8.26  -4.33
H  4.36  9.39  -4.65
H  5.57  8.49  -5.72
H  5.24  7.92  -4.04
C  1.36  -4.25  5.50
O  1.79  -3.13  4.71
C  0.69  -2.19  4.55
C  1.18  -0.94  3.76
N  1.36  -1.32  2.33
C  2.51  -2.19  2.11
C  3.01  -2.16  0.66
O  3.38  -0.82  0.20
C  4.38  -0.27  1.07
H  0.98  -3.96  6.46
H  2.21  -4.99  5.62
H  0.49  -4.75  4.97
H  0.30  -1.85  5.54
H  -0.17  -2.71  4.09
H  2.09  -0.60  4.27
H  0.38  -0.19  3.90
H  1.63  -0.47  1.83
H  2.16  -3.20  2.28
H  3.33  -2.01  2.81
H  2.23  -2.39  -0.08
H  3.82  -2.83  0.49
H  4.80  0.68  0.73
H  5.26  -0.97  1.22
H  3.93  -0.02  2.03
C  4.61  2.59  -1.25
C  4.17  2.06  -2.61
O  3.41  3.16  -3.16
H  5.09  3.57  -1.42
H  5.35  1.96  -0.74
H  3.71  2.75  -0.63
H  3.47  1.20  -2.46
H  4.98  1.78  -3.24
H  2.75  2.71  -3.78
C  0.63  -0.28  -2.06
C  0.28  0.40  -0.79
O  1.38  1.07  -0.30
H  1.10  0.43  -2.76
H  -0.22  -0.80  -2.48
H  1.30  -1.16  -1.84
H  -0.13  -0.37  -0.12
H  -0.45  1.17  -1.01
H  2.21  0.57  -0.34

---

Question: What is the formula in the first record?
Answer: C64H152BF4N9O8

---

Question: Among the records above, which one has the lowest largest force on an atom?
Answer: C64H155N9O18